(1)
A structure of composition C16H14MoN2O2Se4. Source: the OMol25 dataset; level of theory: ωB97M-V with the def2-TZVPD basis set.

Computed properties:
LUMO level	-0.57	eV
energy relative to the best compared isomer or geometry (same formula, charge and spin)	0.0	kJ/mol

Each line ends with the Mulliken charge.
Cartesian coordinates (Å):
Mo  -0.318  -0.248  -0.233  1.20
O  0.105  -1.153  1.386  -0.45
C  1.064  -1.774  2.042  0.46
C  0.786  -2.293  3.313  -0.62
C  1.764  -2.984  3.992  -0.40
C  3.035  -3.182  3.438  -0.70
C  3.312  -2.672  2.194  -0.75
C  2.332  -1.960  1.484  0.45
C  2.634  -1.379  0.217  -0.15
N  1.850  -0.619  -0.470  0.17
C  2.413  -0.075  -1.700  -1.02
C  1.953  1.351  -1.795  -0.79
N  0.536  1.429  -1.432  0.05
C  -0.053  2.504  -1.818  -0.07
C  -1.358  2.955  -1.435  0.46
C  -1.828  4.186  -1.922  -0.66
C  -3.038  4.690  -1.514  -0.71
C  -3.800  3.957  -0.593  -0.41
C  -3.361  2.750  -0.103  -0.75
C  -2.129  2.226  -0.522  0.54
O  -1.762  1.048  -0.063  -0.46
H  -0.205  -2.153  3.723  0.47
H  1.540  -3.391  4.970  0.39
H  3.788  -3.732  3.986  0.40
H  4.289  -2.807  1.747  0.36
H  3.638  -1.565  -0.170  0.26
H  2.043  -0.664  -2.542  0.16
H  3.504  -0.118  -1.682  0.50
H  2.122  1.756  -2.796  0.44
H  2.511  1.962  -1.079  0.31
H  0.507  3.184  -2.464  0.25
H  -1.214  4.739  -2.624  0.35
H  -3.397  5.636  -1.892  0.40
H  -4.756  4.344  -0.264  0.38
H  -3.951  2.173  0.596  0.45
Se  -2.590  -1.518  0.191  -0.08
Se  -1.793  -3.651  -0.021  -0.22
Se  -1.108  -3.587  -2.273  -0.20
Se  -0.554  -1.308  -2.410  -0.02

---

(2)
The ion C19H16BrF20N3O4P with charge +1. Source: the OMol25 dataset; level of theory: ωB97M-V with the def2-TZVPD basis set.

Computed properties:
total charge	+1
structure (SMILES)	O=C(O)CN1C(N(Br)CCC(F)=C(F)F)=[NH+][C@@H](P(O)O)[C@H]1CCC(F)(F)C(F)(F)C(F)(F)C(F)(F)C(F)(F)C(F)(F)C(F)(F)C(F)(F)F
LUMO level	-5.08	eV

Each line ends with the Mulliken charge.
Cartesian coordinates (Å):
O  2.431  -3.751  2.505  -0.51
C  2.885  -3.527  1.354  0.34
O  4.307  -3.461  1.217  -0.47
C  1.835  -3.332  0.164  -0.42
N  1.773  -1.951  -0.392  0.03
C  3.038  -1.270  -0.699  -0.27
N  3.678  -1.433  -1.847  -0.01
Br  3.051  -2.550  -3.237  0.13
C  4.955  -0.657  -2.069  -0.68
C  6.144  -1.098  -1.091  -0.09
C  6.859  0.096  -0.334  0.44
F  8.071  -0.224  0.376  -0.28
C  6.407  1.450  -0.238  0.08
F  6.669  2.349  -1.315  -0.20
F  5.726  2.021  0.862  -0.16
N  3.331  -0.430  0.468  0.04
C  2.065  -0.301  1.299  -0.43
P  1.657  1.358  2.129  0.12
O  0.742  1.065  3.573  -0.52
O  3.075  2.224  2.531  -0.40
C  0.950  -0.942  0.319  -0.29
C  0.398  0.195  -0.674  -0.79
C  -0.627  -0.433  -1.772  -1.04
C  -2.007  -0.917  -1.127  0.81
F  -1.816  -2.314  -0.801  -0.36
F  -2.164  -0.249  0.113  -0.23
C  -3.273  -0.865  -2.105  0.66
F  -3.256  -2.134  -2.785  -0.31
F  -3.130  0.080  -3.173  -0.28
C  -4.704  -0.790  -1.382  0.44
F  -5.563  -1.619  -2.190  -0.31
F  -4.708  -1.473  -0.124  -0.24
C  -5.426  0.622  -1.364  0.69
F  -6.678  0.432  -0.691  -0.28
F  -5.798  0.997  -2.694  -0.29
C  -4.690  1.861  -0.716  0.46
F  -5.340  3.030  -1.246  -0.29
F  -3.327  2.040  -1.113  -0.22
C  -4.759  2.015  0.875  0.67
F  -3.492  2.569  1.273  -0.32
F  -4.889  0.813  1.598  -0.30
C  -5.864  3.025  1.436  0.49
F  -7.173  2.791  0.908  -0.25
F  -5.519  4.400  1.255  -0.26
C  -6.063  2.871  3.046  0.62
F  -6.781  4.029  3.477  -0.25
F  -4.858  2.881  3.758  -0.21
F  -6.909  1.780  3.375  -0.22
H  4.558  -2.622  1.676  0.38
H  2.055  -4.075  -0.685  0.41
H  0.795  -3.587  0.584  0.38
H  4.683  0.450  -2.041  0.41
H  5.284  -0.873  -3.152  0.31
H  5.758  -1.844  -0.319  0.04
H  6.901  -1.683  -1.739  0.41
H  3.390  0.553  0.103  0.40
H  2.318  -0.967  2.213  0.21
H  -0.159  0.745  3.334  0.37
H  2.813  3.174  2.553  0.38
H  0.068  -1.281  0.961  0.90
H  -0.074  1.087  -0.115  0.49
H  1.240  0.671  -1.312  0.26
H  -0.134  -1.379  -2.214  0.27
H  -0.726  0.358  -2.583  0.49

---

(3)
A structure of composition C27H29FeN2O3. Source: the OMol25 dataset; level of theory: ωB97M-V with the def2-TZVPD basis set.

Computed properties:
total charge	+1
spin multiplicity	5
LUMO level (alpha / beta)	-2.49 / -5.40	eV
<S²>	6.18

Each line ends with the Mulliken charge.
Cartesian coordinates (Å):
C  2.045  -1.180  1.256  -1.64
C  2.357  0.256  0.960  0.59
C  1.903  1.274  1.724  -0.82
Fe  0.867  1.391  -0.198  0.46
C  -0.614  1.709  0.883  0.42
O  -1.508  1.912  1.560  -0.33
C  0.248  -0.257  -0.810  0.40
O  -0.104  -1.271  -1.194  -0.32
C  1.292  3.449  -0.596  -0.49
C  0.189  3.008  -1.418  -0.74
C  0.657  1.929  -2.254  -0.87
C  2.051  1.694  -1.944  -0.45
C  2.445  2.642  -0.927  -0.61
H  2.735  -1.582  1.996  0.37
H  1.037  -1.293  1.654  0.33
H  2.108  -1.799  0.362  0.43
H  3.145  0.454  0.230  0.37
H  1.234  1.085  2.557  -0.12
H  2.274  2.293  1.629  0.55
H  1.274  4.285  0.105  0.44
H  -0.823  3.417  -1.396  0.55
H  0.060  1.369  -2.977  0.54
H  2.689  0.937  -2.402  0.44
H  3.452  2.770  -0.523  0.51
C  0.208  -0.610  4.663  -0.98
O  0.060  -0.730  6.057  -0.49
C  0.878  -1.782  6.570  0.41
C  0.571  -3.142  6.135  0.06
C  1.567  -4.023  5.686  -0.33
C  1.249  -5.306  5.315  -0.78
C  -0.065  -5.744  5.365  -0.42
C  -1.065  -4.884  5.783  -0.76
C  -0.758  -3.595  6.144  -0.13
C  1.900  -1.467  7.463  0.00
N  2.688  -2.348  8.239  0.22
C  2.429  -3.765  8.484  -1.18
C  3.527  -1.583  9.073  0.69
C  3.251  -0.224  8.837  0.85
C  3.909  0.764  9.562  -0.90
C  4.841  0.383  10.505  -0.67
C  5.120  -0.961  10.736  -0.65
C  4.467  -1.951  10.030  -0.73
N  2.254  -0.162  7.845  0.02
C  1.574  1.058  7.434  -0.75
H  -0.377  0.241  4.309  0.38
H  1.262  -0.459  4.420  0.41
H  -0.153  -1.517  4.172  0.40
H  2.584  -3.672  5.627  0.75
H  2.026  -5.983  5.001  0.46
H  -0.307  -6.752  5.071  0.43
H  -2.085  -5.230  5.830  0.44
H  -1.529  -2.925  6.484  0.49
H  2.681  -4.038  9.506  0.45
H  1.377  -3.987  8.329  0.39
H  3.027  -4.374  7.810  0.41
H  3.691  1.803  9.386  0.34
H  5.363  1.135  11.073  0.42
H  5.857  -1.234  11.474  0.43
H  4.680  -2.992  10.200  0.42
H  1.943  1.918  7.986  0.36
H  1.730  1.230  6.373  0.22
H  0.507  0.957  7.618  0.32